Computed, not measured: C29H33CoN2O2PSi as an isolated structure, with ωB97M-V/def2-TZVPD.

Structure (XYZ):
```
69
C29H33CoN2O2PSi, DFT ωB97M-V/def2-TZVPD
Co -0.68 0.87 0.24
C 6.27 0.63 0.72
C 5.26 1.36 1.34
C 3.94 1.11 1.04
C 3.58 0.13 0.11
C 4.59 -0.60 -0.51
C 5.93 -0.35 -0.21
P 1.78 -0.11 -0.20
C 1.75 -1.57 -1.29
C 1.81 -1.35 -2.67
C 1.81 -2.42 -3.56
C 1.74 -3.72 -3.08
C 1.66 -3.95 -1.71
C 1.67 -2.88 -0.83
C 1.23 -0.63 1.45
C 1.87 -1.50 2.33
C 1.31 -1.75 3.57
C 0.12 -1.10 3.93
C -0.50 -0.22 3.05
C 0.04 0.04 1.80
H 7.31 0.82 0.95
H 5.51 2.12 2.08
H 3.16 1.67 1.55
H 4.34 -1.37 -1.23
H 6.70 -0.92 -0.70
H 1.84 -0.34 -3.05
H 1.86 -2.23 -4.62
H 1.73 -4.55 -3.78
H 1.60 -4.97 -1.34
H 1.60 -3.07 0.24
H 2.81 -1.97 2.05
H 1.79 -2.43 4.26
H -0.32 -1.30 4.90
H -1.42 0.27 3.36
C -5.00 1.65 1.40
C -3.70 1.84 0.67
O -2.64 1.51 1.18
N -3.75 2.42 -0.56
C -2.54 2.61 -1.35
C -1.52 3.53 -0.70
C -1.68 4.90 -0.68
C -0.70 5.68 -0.08
C 0.42 5.07 0.45
C 0.51 3.68 0.38
N -0.45 2.94 -0.17
H -5.09 0.59 1.65
H -5.87 1.96 0.83
H -4.95 2.22 2.32
H -4.64 2.52 -1.00
H -2.85 3.05 -2.30
H -2.10 1.63 -1.58
H -2.56 5.35 -1.12
H -0.80 6.76 -0.04
H 1.21 5.64 0.92
H 1.36 3.14 0.77
C -1.99 -2.88 -2.34
Si -2.27 -1.87 -0.80
C -1.92 -2.92 0.69
C -4.10 -1.44 -0.75
O -1.38 -0.52 -0.81
H -2.93 -3.21 -2.79
H -1.39 -3.78 -2.12
H -1.44 -2.29 -3.08
H -2.50 -3.85 0.66
H -2.16 -2.38 1.61
H -0.86 -3.18 0.74
H -4.71 -2.34 -0.58
H -4.43 -0.98 -1.69
H -4.30 -0.75 0.07
```

The gap between HOMO and LUMO (spin up / spin down) comes out at 7.481 / 7.631 eV. As for the expectation value of S²: 0.79. The calculation puts the total energy at -3398.540267 hartree. Its spin multiplicity is 2. The relative energy (zero: lowest compared OMol25 entry of this formula, charge and spin) comes out at 0.4086 eV.